Density functional theory data (the ωB97M-V functional and the def2-TZVPD basis) for 2 unconnected molecules or ions with the total composition C4H13N2O in a non-equilibrium geometry.

CARTESIAN COORDINATES (ANGSTROEM)
C1 0.25782 -0.48233 2.75677
C2 -0.42869 -0.71981 1.41081
C3 -1.26222 0.30487 0.62212
N1 -0.54710 0.98658 -0.43435
C4 -0.77679 0.54922 -1.64922
N2 0.04396 0.68169 -2.70560
H1 1.20990 0.19039 2.50230
H2 -0.27715 0.10400 3.51816
H3 0.92785 -1.29310 3.11657
H4 0.18711 -1.20324 0.59417
H5 -1.19789 -1.74810 1.24390
H6 -2.18978 -0.22884 0.39060
H7 -1.61992 1.09751 1.32245
H8 0.16907 1.64694 -0.19625
H9 -1.77529 0.03704 -1.90429
H10 -0.38233 0.34727 -3.56189
H11 0.83109 1.28223 -2.81008
H12 1.68120 -0.75593 -1.90986
H13 2.83303 -0.75960 -0.94723
O1 2.31613 -0.03679 -1.35906

Calculated values
E_tot = -344.6421 hartree
molecular weight = 105.161 g mol⁻¹
charge = +1
energy above the lowest of the compared OMol25 structures with the same formula, charge and spin = 78.3 kcal/mol
E_HOMO = -14.0 eV